1.
Formula: C5H9NO3
Source: the Open Molecules 2025 dataset
Level of theory: ωB97M-V/def2-TZVPD

Positions of all 18 atoms, in Å:
C -1.242 1.757 0.355
O -0.282 0.953 -0.297
C 1.094 0.517 0.233
N 2.124 1.373 0.257
C 1.014 -0.815 0.217
O 1.986 -1.588 0.806
C -0.399 -1.374 0.176
C -1.252 -1.330 -1.074
O -0.598 -2.295 0.990
H -1.682 1.221 1.203
H -2.028 1.985 -0.375
H -0.791 2.706 0.659
H 1.994 2.333 -0.044
H 2.999 0.972 -0.080
H 1.499 -2.389 1.101
H -0.778 -0.790 -1.896
H -1.443 -2.350 -1.417
H -2.215 -0.887 -0.813

Calculated values
LUMO	0.604	eV
HOMO energy	-7.9665	eV
orbital gap	8.57	eV
spin multiplicity	1
structure (SMILES)	CO/C(N)=C(/O)C(C)=O


2.
Formula: C5H9NO3
Source: the Open Molecules 2025 dataset
Level of theory: ωB97M-V/def2-TZVPD

Positions of all 18 atoms, in Å:
C -1.965 0.622 -0.983
C -0.862 0.322 -0.005
O -1.321 -0.301 1.175
C 0.287 1.153 0.108
O 0.328 2.510 -0.138
C 1.368 0.333 0.258
O 2.545 0.621 0.907
C 0.973 -0.954 -0.205
N 1.350 -2.099 0.477
H -2.447 -0.301 -1.321
H -1.576 1.143 -1.859
H -2.751 1.238 -0.529
H -1.802 -1.101 0.929
H -0.432 2.926 0.284
H 3.233 0.030 0.575
H 0.716 -1.099 -1.244
H 1.081 -2.987 0.087
H 1.276 -2.056 1.484

Calculated values
LUMO	0.680	eV
HOMO energy	-7.3024	eV
orbital gap	7.98	eV
spin multiplicity	1
structure (SMILES)	C/C(O)=C(O)/C(O)=C/N


3.
Formula: C5H9NO3
Source: the Open Molecules 2025 dataset
Level of theory: ωB97M-V/def2-TZVPD

Positions of all 18 atoms, in Å:
C -1.297 1.406 -1.014
C -0.581 1.116 0.064
O -0.433 1.982 1.090
C 0.118 -0.240 0.269
C -0.922 -1.288 0.668
N 1.091 -0.064 1.344
C 0.756 -0.617 -1.066
O 0.233 -1.265 -1.930
O 1.994 -0.115 -1.194
H -1.410 0.704 -1.817
H -1.791 2.355 -1.101
H 0.129 1.536 1.752
H -1.645 -1.404 -0.133
H -1.434 -0.969 1.572
H -0.444 -2.249 0.848
H 1.923 0.396 0.988
H 1.365 -0.960 1.731
H 2.348 -0.322 -2.072

Calculated values
LUMO	0.546	eV
HOMO energy	-8.7542	eV
orbital gap	9.30	eV
spin multiplicity	1
structure (SMILES)	C=C(O)[C@](C)(N)C(=O)O


4.
Formula: C5H9NO3
Source: the Open Molecules 2025 dataset
Level of theory: ωB97M-V/def2-TZVPD

Positions of all 18 atoms, in Å:
C -1.061 1.834 -0.040
O -0.561 0.627 0.523
C -1.340 -0.729 0.226
N -1.303 -1.484 1.344
O -2.225 -0.678 -0.570
H -1.731 1.642 -0.880
H -0.229 2.454 -0.372
H -1.647 2.364 0.712
H -2.170 -1.879 1.665
H -0.469 -1.416 1.911
C 2.235 0.484 1.191
C 1.355 -0.002 0.468
O 1.039 -1.078 -0.329
C 1.390 -0.865 -1.704
H 2.331 1.215 1.961
H 0.630 -0.198 -2.118
H 1.356 -1.831 -2.203
H 2.399 -0.459 -1.785

Calculated values
LUMO	0.706	eV
HOMO energy	-8.5468	eV
orbital gap	9.25	eV
spin multiplicity	1
structure (SMILES)	COC(N)=O.C#COC


5.
Formula: C5H9NO3
Source: the Open Molecules 2025 dataset
Level of theory: ωB97M-V/def2-TZVPD

Positions of all 18 atoms, in Å:
O 0.652 -1.710 0.941
C 1.092 -0.661 1.306
O 2.144 -0.498 2.032
C 0.398 0.613 1.026
C -1.073 0.557 0.587
C -0.693 0.941 -0.828
C -0.898 -0.195 -1.831
O -2.153 -0.106 -2.494
N 0.681 1.035 -0.417
H 2.782 -1.468 2.298
H 0.527 1.198 1.816
H -1.295 -0.580 0.737
H -1.754 1.374 1.182
H -1.085 1.669 -1.112
H -1.084 -1.073 -1.289
H 0.182 -0.118 -2.508
H -2.181 0.599 -2.872
H 1.044 2.134 -0.732

Calculated values
LUMO	0.292	eV
HOMO energy	-9.1539	eV
orbital gap	9.45	eV
spin multiplicity	1
structure (SMILES)	O=C(O)[C@@H]1C[C@H](CO)N1


6.
Formula: C5H9NO3Si
Source: the Open Molecules 2025 dataset
Level of theory: ωB97M-V/def2-TZVPD

Positions of all 19 atoms, in Å:
C 2.597 1.642 1.432
O 1.637 0.693 0.962
C 0.261 0.963 1.086
O -0.154 2.051 1.491
C -0.526 -0.208 0.660
N -1.458 -0.652 1.403
O -1.981 -1.810 0.916
C -1.365 -2.121 -0.362
C -0.484 -0.887 -0.688
Si -1.002 0.249 -2.076
H 2.718 1.380 2.610
H 2.254 2.637 1.451
H 3.533 1.334 0.967
H -2.070 -2.352 -1.177
H -0.831 -3.060 -0.315
H 0.554 -1.274 -1.006
H -0.844 1.643 -1.727
H -2.519 0.137 -2.473
H -0.320 -0.364 -3.156

Calculated values
LUMO	0.645	eV
HOMO energy	-9.5282	eV
orbital gap	10.17	eV
spin multiplicity	1
structure (SMILES)	COC(=O)C1=NOC[C@H]1[SiH3]


7.
Formula: C5H9NO4
Source: the Open Molecules 2025 dataset
Level of theory: ωB97M-V/def2-TZVPD

Positions of all 19 atoms, in Å:
O 2.498 -0.815 -0.106
C 1.334 -0.559 0.651
C 1.154 0.923 0.978
N 0.609 1.476 -0.257
C -0.303 0.513 -0.830
C 0.143 -0.866 -0.257
O -1.038 -1.165 0.499
C -1.699 0.446 -0.198
O -2.284 1.236 0.492
H 3.273 -0.683 0.447
H 1.293 -1.191 1.551
H 0.468 1.015 1.840
H 2.100 1.410 1.252
H 0.188 2.391 -0.140
H -0.370 0.561 -1.925
H 0.361 -1.637 -1.003
O -2.952 -0.684 -0.921
H -2.105 -1.547 -0.241
H -2.670 -0.824 -1.833

Calculated values
LUMO	0.555	eV
HOMO energy	-9.4977	eV
orbital gap	10.05	eV
spin multiplicity	1


8.
Formula: C5H9NO4
Source: the Open Molecules 2025 dataset
Level of theory: ωB97M-V/def2-TZVPD

Positions of all 19 atoms, in Å:
C -1.592 1.949 1.252
O -1.650 0.908 0.298
C -0.478 0.162 0.170
C -0.772 -1.249 -0.340
C 0.310 -1.540 -1.354
O 0.460 -2.548 -2.006
N 0.961 -0.296 -1.637
C 0.481 0.747 -0.882
O 0.789 1.908 -1.031
H -2.621 2.281 1.428
H -1.162 1.582 2.199
H -0.994 2.798 0.891
H 0.077 0.122 1.123
H -0.774 -2.013 0.445
H -1.743 -1.268 -0.854
H 1.550 -0.170 -2.453
O 2.437 -1.463 0.721
H 2.624 -0.531 0.414
H 2.096 -1.380 1.616

Calculated values
LUMO	0.370	eV
HOMO energy	-9.9325	eV
orbital gap	10.30	eV
spin multiplicity	1
structure (SMILES)	CO[C@H]1CC(=O)NC1=O.O


9.
Formula: C5H9NO7
Source: the Open Molecules 2025 dataset
Level of theory: ωB97M-V/def2-TZVPD

Positions of all 22 atoms, in Å:
N 1.232 -3.235 -2.327
O 0.705 -4.308 -2.148
O 0.106 -1.914 -2.494
O 2.355 -2.831 -2.490
C -2.014 -1.401 0.265
C -0.758 -0.707 0.631
C -0.837 0.757 1.025
O 0.479 1.306 0.925
C 0.544 2.665 0.808
O -0.429 3.393 0.835
C 1.966 3.092 0.632
O 0.045 -0.716 -0.560
O -0.420 -1.921 -1.278
H -2.730 -1.358 1.091
H -2.435 -0.872 -0.588
H -1.834 -2.444 0.051
H -0.182 -1.252 1.388
H -1.551 1.263 0.358
H -1.174 0.878 2.068
H 2.555 2.264 0.237
H 2.012 3.954 -0.032
H 2.363 3.389 1.606

Calculated values
LUMO (spin up / spin down)	-0.745 / -0.745	eV
HOMO energy (spin up / spin down)	-9.9431 / -9.9411	eV
orbital gap (spin up / spin down)	9.20 / 9.20	eV
spin multiplicity	1


10.
Formula: C5H9NOS
Source: the Open Molecules 2025 dataset
Level of theory: ωB97M-V/def2-TZVPD

Positions of all 17 atoms, in Å:
C 1.610 -1.404 -0.878
C 0.846 -0.291 0.139
C -0.329 1.321 -0.522
C -0.740 -0.089 0.080
C -1.339 -0.021 1.572
H 2.683 -1.313 -0.442
H 1.001 -2.304 -0.878
H 1.592 -1.003 -1.981
H 1.240 -0.240 1.133
H 1.862 1.931 0.287
H -2.429 0.504 1.710
H -0.813 0.604 2.270
H -1.321 -1.088 1.965
H -1.756 0.907 -2.153
N 0.976 1.131 -0.312
O -0.996 2.268 -1.050
S -2.086 -0.911 -0.942

Calculated values
LUMO	-0.799	eV
HOMO energy	-8.7223	eV
orbital gap	7.92	eV
spin multiplicity	1


11.
Formula: C5H9NOS
Source: the Open Molecules 2025 dataset
Level of theory: ωB97M-V/def2-TZVPD

Positions of all 17 atoms, in Å:
C 0.522 -0.891 -1.435
C -0.036 -0.319 -0.222
C -1.260 -0.698 0.230
C -1.750 -0.360 1.568
O -0.834 -0.368 2.513
S -3.313 -0.075 1.904
C 0.837 0.822 0.318
N 1.256 1.715 -0.713
H 0.511 0.035 -2.144
H 1.548 -1.131 -1.523
H -0.127 -1.696 -1.900
H -1.809 -1.430 -0.392
H -0.016 -0.775 2.300
H 1.808 0.377 0.737
H 0.476 1.309 1.255
H 1.730 1.202 -1.426
H 0.456 2.283 -1.070

Calculated values
LUMO	-0.012	eV
HOMO energy	-8.4891	eV
orbital gap	8.48	eV
spin multiplicity	1
structure (SMILES)	C/C(=C/C(O)=S)CN


12.
Formula: C5H9NS
Source: the Open Molecules 2025 dataset
Level of theory: ωB97M-V/def2-TZVPD

Positions of all 16 atoms, in Å:
C 1.718 1.691 -0.174
C 0.582 1.285 0.387
C -0.127 0.032 0.041
S -1.932 0.282 -0.191
C 0.490 -0.852 -1.041
N 1.117 -1.715 0.004
C 0.246 -1.091 1.041
H 2.259 1.225 -0.985
H 2.219 2.583 0.117
H 0.251 1.751 1.345
H -2.075 1.125 0.858
H 1.208 -0.366 -1.726
H -0.295 -1.364 -1.609
H 2.007 -1.355 0.225
H -0.636 -1.693 1.278
H 0.714 -0.800 1.999

Calculated values
LUMO	0.835	eV
HOMO energy	-9.0455	eV
orbital gap	9.88	eV
spin multiplicity	1
structure (SMILES)	C=CC1(S)CNC1


The records above yield relative energy (zero: lowest compared OMol25 entry of this formula, charge and spin) values of 86.5, 93.6, 24.6, 140.2, 169.5, 0.0, 100.0, 22.4, 177.9, 157.4, 51.5, 44.3 kcal per mole, respectively.